# 1
C38H28AsIN10RhS as an isolated structure, computed with ωB97M-V with the def2-TZVPD basis set.

```
80
Properties=species:S:1:pos:R:3
Rh 0.3171 0.0291 -0.1085
C -3.9986 -0.3355 -4.9442
C -2.9956 0.3191 -5.6740
C -1.8770 0.8362 -5.0458
C -1.7799 0.6692 -3.6688
C -0.7103 0.9704 -2.7286
N -1.0468 0.4831 -1.5105
C -2.2873 -0.0937 -1.5760
N -2.9296 -0.7004 -0.6019
C -2.3898 -1.0563 0.5552
C -3.0635 -1.8775 1.5447
C -4.3745 -2.3394 1.6352
C -4.6816 -3.1849 2.6825
C -3.7087 -3.5659 3.6228
C -2.4079 -3.1134 3.5334
C -2.0945 -2.2595 2.4775
C -0.8450 -1.6539 2.0535
N 0.3357 -1.9178 2.6092
C 1.4897 -1.4759 2.1736
N 1.7075 -0.5577 1.1833
C 3.0330 -0.3411 1.0365
N 3.6147 0.5362 0.2282
C 2.9910 1.1607 -0.7456
N 1.7366 0.8962 -1.2135
C 1.4635 1.6945 -2.2925
N 0.3873 1.6569 -3.0433
C 2.6313 2.5355 -2.5458
C 2.8740 3.5198 -3.4921
C 4.0912 4.1774 -3.4285
C 5.0360 3.8615 -2.4443
C 4.7973 2.8681 -1.5098
C 3.5793 2.2081 -1.5771
C 3.7520 -1.1896 1.9832
C 5.1061 -1.3889 2.2083
C 5.4621 -2.3057 3.1827
C 4.4923 -3.0076 3.9090
C 3.1406 -2.8141 3.6761
C 2.7864 -1.8950 2.7003
N -1.0949 -0.8888 0.9565
C -2.7786 0.0180 -2.9417
C -3.9091 -0.4868 -3.5718
H -4.8496 -0.7505 -5.4681
H -3.0932 0.4046 -6.7482
H -1.0868 1.3293 -5.5970
H -5.1170 -2.0445 0.9056
H -5.6884 -3.5701 2.7760
H -3.9844 -4.2357 4.4266
H -1.6519 -3.4122 4.2471
H 2.1348 3.7631 -4.2434
H 4.3176 4.9522 -4.1488
H 5.9642 4.4164 -2.4069
H 5.5222 2.6198 -0.7462
H 5.8493 -0.8529 1.6333
H 6.5089 -2.4857 3.3889
H 4.8084 -3.7184 4.6610
H 2.3831 -3.3579 4.2245
H -4.6795 -0.9956 -3.0077
C -2.6126 1.4428 2.4404
As -1.1533 2.6659 2.2934
C -0.4215 2.8445 4.0552
C -1.9266 4.3781 1.9184
S 0.3677 2.2454 0.8509
H -3.3211 1.8528 3.1598
H -2.2513 0.4785 2.7860
H -3.0915 1.3295 1.4702
H -1.2124 3.1579 4.7357
H 0.3621 3.5993 4.0295
H 0.0036 1.8986 4.3840
H -2.5991 4.6454 2.7323
H -2.4695 4.3425 0.9768
H -1.1272 5.1127 1.8436
I -2.4957 -4.2073 -2.8372
C -0.8906 -3.0091 -2.3984
C -0.1265 -2.2660 -3.2814
N 0.7820 -1.6175 -2.5516
N 0.6672 -1.8770 -1.2303
C -0.3574 -2.7403 -1.1431
H -0.1816 -2.1716 -4.3537
H 1.5150 -1.0047 -2.8734
H -0.6490 -3.1530 -0.1909
```

Output
Energy relative to the best compared isomer or geometry (same formula, charge and spin) (kcal per mole): 0.0
Total charge: +1
Highest occupied orbital energy (spin up / spin down) (eV): -8.8 / -8.8
Calculated total energy (eV): -137542.9637
Kohn-Sham gap (spin up / spin down) (hartree): 0.181 / 0.181
Strongest force on any atom (eV/A): 0.76

---

# 2
C47H44FeN8OS4Se as an isolated structure, computed with ωB97M-V with the def2-TZVPD basis set.

```
106
Properties=species:S:1:pos:R:3
Fe -1.2479 0.7941 0.4534
C -3.6196 -1.7643 -1.9904
C -2.8307 -1.3249 -0.9377
N -2.2387 -0.1361 -0.9775
C -2.4151 0.6136 -2.0768
C -3.2086 0.1550 -3.1099
N -3.8235 -1.0263 -3.0727
C -1.7540 1.9401 -2.0222
C -1.4575 2.7558 -3.0713
C -0.7174 3.9520 -2.8208
C -0.3194 4.2421 -1.5414
C -0.6279 3.3511 -0.4871
N -1.3852 2.2431 -0.7685
C -0.1708 3.3644 0.8506
C 0.4179 4.4618 1.5226
N 0.7798 4.4264 2.7776
C 0.5252 3.2618 3.4548
C -0.0603 2.1786 2.8487
N -0.3850 2.1852 1.5467
C -0.3057 4.8309 -3.9476
C 0.1395 4.2945 -5.1496
C 0.6178 5.1442 -6.1365
N 0.6618 6.4741 -6.0143
C 0.1972 6.9861 -4.8693
C -0.2889 6.2165 -3.8231
H -4.0977 -2.7368 -1.9526
H -2.6683 -1.9280 -0.0545
H -3.3584 0.7632 -3.9995
H -1.7534 2.4850 -4.0809
H 0.3107 5.1042 -1.3545
H 0.5764 5.3988 0.9893
H 0.7935 3.2336 4.5044
H -0.2826 1.2700 3.3984
H 0.1477 3.2195 -5.3054
H 0.9954 4.7383 -7.0716
H 0.2194 8.0688 -4.7884
H -0.6681 6.6927 -2.9266
S -0.5415 -1.0249 1.6423
C 1.1297 -0.5915 1.8355
N 1.7803 -0.7809 3.0244
C 3.0868 -0.1633 3.1984
C 3.8868 -0.2873 1.9264
N 3.1331 0.3076 0.8299
C 3.8462 1.1161 -0.1607
C 4.6006 0.2817 -1.1790
C 4.0426 0.0385 -2.4340
C 4.7171 -0.7455 -3.3638
C 5.9491 -1.3036 -3.0454
C 6.5192 -1.0515 -1.8037
C 5.8484 -0.2602 -0.8789
C 1.8016 0.0563 0.7546
S 0.8944 0.5144 -0.6188
C 1.3294 -1.7139 4.0619
C 2.0301 -3.0566 3.9473
C 2.8686 -3.5173 4.9567
C 3.5215 -4.7433 4.8334
C 3.3425 -5.5119 3.6927
C 2.5085 -5.0549 2.6742
C 1.8520 -3.8365 2.8019
H 3.6094 -0.6550 4.0181
H 2.9620 0.8951 3.4418
H 4.1041 -1.3403 1.7264
H 4.8298 0.2445 2.0300
H 4.5342 1.7702 0.3773
H 3.1113 1.7296 -0.6703
H 3.0748 0.4701 -2.6777
H 4.2854 -0.9130 -4.3434
H 6.4676 -1.9293 -3.7634
H 7.4913 -1.4619 -1.5589
H 6.3082 -0.0553 0.0853
H 0.2578 -1.8363 3.9457
H 1.5217 -1.2669 5.0373
H 3.0044 -2.9168 5.8531
H 4.1639 -5.0984 5.6326
H 3.8495 -6.4665 3.5934
H 2.3588 -5.6550 1.7813
H 1.1909 -3.4883 2.0098
C 2.2997 -3.1891 -4.4596
O 1.7819 -3.3319 -3.1145
C 0.6859 -2.6697 -2.7775
S -0.1504 -1.6094 -3.7191
S 0.0739 -2.8699 -1.2341
H 3.2825 -3.6430 -4.4393
H 2.3702 -2.1448 -4.7404
H 1.6552 -3.7054 -5.1646
C -7.3063 -3.3316 2.1451
C -6.3282 -2.1950 1.9644
C -6.4488 -1.2973 0.9249
C -5.5428 -0.2474 0.7366
C -5.8047 0.6902 -0.4198
C -4.4683 -0.0985 1.6278
Se -3.2505 1.3888 1.4378
C -4.3528 -0.9849 2.7311
C -3.2987 -0.8311 3.8033
C -5.2784 -2.0173 2.8620
H -8.1306 -3.2665 1.4319
H -7.7240 -3.3268 3.1546
H -6.8112 -4.2957 2.0031
H -7.2819 -1.3972 0.2279
H -6.6958 1.2940 -0.2228
H -5.9858 0.1311 -1.3396
H -4.9762 1.3718 -0.5770
H -3.3712 0.1515 4.2702
H -2.2985 -0.9141 3.3907
H -3.4230 -1.5967 4.5725
H -5.1911 -2.6913 3.7148
```

Output
2S+1: 5
Energy relative to the best compared isomer or geometry (same formula, charge and spin) (kcal per mole): 0.0
Total charge: 0
Highest occupied orbital energy (spin up / spin down) (eV): -5.5 / -7.5
Calculated total energy (eV): -206496.1238
Kohn-Sham gap (spin up / spin down) (hartree): 0.188 / 0.186
Strongest force on any atom (eV/A): 0.88

---

# 3
C45H49N7OS4TeTi as an isolated structure in a non-equilibrium geometry, computed with ωB97M-V with the def2-TZVPD basis set.

```
108
Properties=species:S:1:pos:R:3
Ti 0.1813 -0.2429 -1.6554
N 1.9574 -3.7590 -0.6578
C 1.5864 -3.5327 0.6426
C 1.7574 -4.3409 1.8123
C 1.3424 -3.8482 2.9840
C 0.6770 -2.5221 3.1601
C 0.5980 -1.6138 1.9134
C 1.0252 -2.2754 0.6695
N 1.0661 -1.7268 -0.5707
C 1.6392 -2.6444 -1.3728
C 2.0069 -2.2833 -2.7030
C 2.6014 -3.0054 -3.7170
S 2.9592 -1.9694 -5.0521
C 2.3078 -0.6435 -4.1531
N 1.8454 -0.9502 -2.9802
H 2.3805 -4.5984 -1.0178
H 2.2264 -5.3091 1.7254
H 1.4710 -4.4336 3.8795
H -0.2833 -2.6939 3.6539
H -0.3741 -1.1373 1.7716
H 2.8178 -4.0517 -3.7658
H 2.3197 0.3656 -4.5272
S 0.8496 1.7894 -2.9690
C -0.2619 2.7257 -3.8763
N 0.0612 4.0560 -3.9733
C -0.7285 4.9561 -4.6151
C -1.8798 4.5461 -5.2143
C -2.2275 3.1808 -5.1853
C -1.4144 2.2799 -4.5175
H 0.9239 4.3418 -3.5289
H -0.3912 5.9794 -4.6130
H -2.5142 5.2633 -5.7055
H -3.1278 2.8415 -5.6687
H -1.6633 1.2283 -4.4622
S -0.7874 -1.1422 -5.0794
C -0.5276 -0.6979 -6.6383
N 0.6545 -0.3099 -7.1370
C 0.7179 0.1440 -8.5064
C -0.4887 -0.4692 -9.2057
S -1.7531 -0.6840 -7.9000
H 1.4548 -0.2504 -6.5289
H 1.6506 -0.1853 -8.9697
H 0.6797 1.2412 -8.5434
H -0.2671 -1.4560 -9.6112
H -0.8951 0.1582 -9.9930
C -0.9185 3.2379 8.3741
C -0.4259 2.7461 7.0493
C 0.6702 3.3247 6.4278
C 1.1209 2.8940 5.1903
C 2.3093 3.5743 4.5804
C 0.4450 1.8592 4.5351
Te 1.0336 1.4466 2.4954
N -1.6155 -0.4463 -0.0552
C -1.6956 -1.4674 -0.8610
O -1.1788 -1.3608 -2.0723
C -2.3032 -2.7105 -0.3818
C -2.4976 -3.7886 -1.2448
C -3.0554 -4.9602 -0.7694
C -3.4259 -5.0682 0.5607
C -3.2417 -3.9978 1.4217
C -2.6894 -2.8231 0.9564
C 1.6528 -0.6627 2.5336
C 1.5361 -1.4276 3.8684
C 2.8042 -1.8884 4.4943
C 3.9538 -1.8724 3.8214
C 4.0348 -1.3008 2.4946
C 2.9955 -0.7068 1.8895
C 3.1838 0.0123 0.5762
C -0.6722 1.2775 5.1352
C -1.5086 0.2097 4.4923
C -1.0736 1.7146 6.3917
H -0.3254 4.0802 8.7191
H -0.8662 2.4455 9.1189
H -1.9584 3.5519 8.2958
H 1.1816 4.1398 6.9184
H 2.7596 4.2707 5.2825
H 2.0090 4.1293 3.6909
H 3.0557 2.8353 4.2876
H -2.2111 -3.6890 -2.2818
H -3.2024 -5.7953 -1.4366
H -3.8684 -5.9815 0.9248
H -3.5256 -4.0851 2.4598
H -2.5627 -1.9824 1.6199
H 0.9359 -0.8863 4.6020
H 2.7389 -2.2523 5.5082
H 4.8713 -2.2257 4.2708
H 5.0000 -1.3191 2.0066
H 3.7043 -0.6227 -0.1460
H 3.8040 0.8996 0.7288
H 2.2285 0.3434 0.1304
H -1.1798 0.0047 3.4748
H -2.5479 0.5361 4.4629
H -1.4650 -0.7109 5.0751
H -1.9305 1.2444 6.8530
C -2.7842 1.9738 -1.5094
C -1.7784 1.8740 -0.3416
C -0.8724 3.1097 -0.2918
C -2.5622 1.7861 0.9726
N -0.9852 0.6602 -0.5745
H -3.6285 2.5999 -1.2270
H -3.1489 0.9744 -1.7630
H -2.3095 2.4026 -2.3885
H -1.4476 3.9922 -0.5642
H -0.0275 3.0065 -0.9746
H -0.4811 3.2426 0.7167
H -3.0685 2.7315 1.1454
H -1.8786 1.6037 1.7987
H -3.2840 0.9763 0.9338
```

Output
2S+1: 2
Total charge: +1
Highest occupied orbital energy (spin up / spin down) (eV): -8.4 / -9.0
Calculated total energy (eV): -133683.2066
Kohn-Sham gap (spin up / spin down) (hartree): 0.209 / 0.232
Strongest force on any atom (eV/A): 3.14

---

- Look up the calculated total energy of the third one.
  -133683.2066 eV